Computed, not measured: a structure of composition C37H48N10NaO4PS3SeSi, with ωB97M-V/def2-TZVPD.

Its total energy is -6676.4750 Ha. As for the total charge: -2. As for the molecular weight: 954.07 g/mol. Its HOMO-LUMO gap (spin up / spin down) is 0.1447 / 0.0865 Eh. Its highest occupied orbital energy (spin up / spin down) is -1.075 / 0.508 eV.

Geometry as XYZ:
```
106
C37H48N10NaO4PS3SeSi ωB97M-V/def2-TZVPD
Na -2.331 -0.605 -0.728
C 0.542 3.660 -4.260
N -0.340 2.493 -3.954
C -0.266 1.273 -4.635
C -1.100 0.428 -4.000
N -1.633 0.992 -2.845
C -1.143 2.245 -2.765
P -1.816 3.748 -1.956
C -3.039 4.312 -3.146
N -4.001 3.433 -3.546
C -4.679 4.035 -4.571
C -4.217 5.325 -4.790
N -3.180 5.508 -3.869
C -2.308 6.651 -3.739
C -2.369 3.187 -0.334
N -2.246 1.901 0.190
C -2.797 2.069 1.424
C -3.250 3.321 1.680
N -3.056 4.027 0.505
C -3.492 5.463 0.297
H 1.481 3.179 -4.577
H 0.698 4.374 -3.475
H 0.088 4.218 -5.141
H 0.275 1.165 -5.553
H -1.507 -0.486 -4.373
H -5.471 3.494 -5.035
H -4.559 6.111 -5.507
H -2.336 7.163 -2.749
H -2.623 7.329 -4.560
H -1.279 6.450 -4.053
H -2.705 1.172 2.079
H -3.823 3.713 2.501
H -3.367 5.583 -0.821
H -2.886 6.235 0.774
H -4.561 5.599 0.592
S -6.294 -1.682 1.500
C -5.232 -1.016 0.417
S -3.955 -1.904 1.234
S -5.184 -0.065 -0.903
Se 0.721 -7.876 -3.995
N -0.732 -6.783 -4.430
C -0.727 -5.831 -3.503
C -1.855 -4.958 -3.336
C -3.104 -4.963 -4.058
C -4.105 -3.994 -3.876
C -3.877 -3.016 -2.897
N -2.715 -2.925 -2.217
C -1.789 -3.879 -2.370
C -0.561 -3.698 -1.525
N -0.410 -2.650 -0.653
C 0.576 -2.701 0.135
C 1.511 -3.752 0.250
C 1.408 -4.726 -0.649
C 0.447 -4.676 -1.659
C 0.355 -5.820 -2.575
N 1.271 -6.765 -2.647
H -3.096 -5.612 -4.928
H -4.998 -3.938 -4.566
H -4.639 -2.247 -2.633
H 0.623 -1.818 1.073
H 2.433 -3.662 0.875
H 2.067 -5.590 -0.626
C 5.346 -0.171 2.489
C 4.850 -1.298 1.548
C 5.314 -2.666 1.994
C 5.263 -1.000 0.088
O 3.390 -1.364 1.505
Si 2.275 -0.800 2.610
O 0.823 -0.996 1.844
O 2.563 -1.733 3.913
C 1.676 -2.336 4.937
C 1.272 -1.223 5.906
C 2.470 -3.399 5.562
C 0.495 -2.982 4.249
O 2.432 0.770 3.109
C 1.823 1.979 2.590
C 2.426 3.051 3.497
C 2.240 2.279 1.154
C 0.356 1.863 2.826
H 6.437 0.009 2.273
H 5.205 -0.482 3.489
H 4.809 0.765 2.284
H 6.438 -2.707 1.860
H 4.862 -3.481 1.433
H 5.105 -2.859 3.062
H 6.341 -1.012 0.017
H 4.831 -0.121 -0.289
H 4.856 -1.817 -0.523
H 1.963 -1.083 6.752
H 0.287 -1.244 6.366
H 1.432 -0.257 5.397
H 3.465 -3.162 5.919
H 2.709 -4.213 4.844
H 1.863 -3.821 6.377
H -0.262 -2.212 3.943
H 0.055 -3.640 4.990
H 0.861 -3.505 3.277
H 3.522 3.100 3.547
H 2.136 2.912 4.540
H 2.072 4.029 3.171
H 3.271 2.565 1.107
H 1.655 3.138 0.867
H 2.114 1.437 0.466
H 0.242 1.510 3.829
H 0.018 1.131 2.065
H -0.145 2.829 2.621
```

---

Computed, not measured: a structure of composition C37H48N5O5SScSi, with ωB97M-V/def2-TZVPD.

Its total energy is -3537.3637 Ha. As for the molecular weight: 747.93 g/mol. Its HOMO-LUMO gap is 0.3235 Eh. Its highest occupied orbital energy is -8.612 eV.

Geometry as XYZ:
```
98
C37H48N5O5SScSi ωB97M-V/def2-TZVPD
Sc -0.670 0.052 2.253
C 2.420 -1.713 2.084
C 2.335 -0.606 3.132
N 1.418 0.493 2.761
C 1.887 1.308 1.617
C 0.859 2.390 1.297
N -0.462 1.806 0.937
C -0.814 1.837 -0.504
C -1.394 0.521 -1.022
C -2.679 0.059 -0.340
N -2.476 -0.520 1.014
C -2.336 -1.997 1.024
C -0.956 -2.466 0.540
N 0.133 -1.666 1.134
C 1.116 -2.484 1.880
H 3.191 -2.414 2.410
H 2.731 -1.304 1.121
H 3.342 -0.211 3.306
H 1.970 -1.033 4.071
H 1.356 1.116 3.564
H 1.979 0.670 0.736
H 2.855 1.773 1.841
H 1.239 3.017 0.488
H 0.703 3.027 2.171
H -1.115 2.433 1.412
H 0.080 2.028 -1.092
H -1.530 2.646 -0.684
H -0.611 -0.231 -0.952
H -1.606 0.659 -2.086
H -3.354 0.913 -0.243
H -3.169 -0.686 -0.976
H -3.321 -0.323 1.545
H -3.113 -2.462 0.406
H -2.457 -2.328 2.054
H -0.896 -2.422 -0.550
H -0.857 -3.515 0.828
H 0.696 -1.252 0.336
H 1.348 -3.388 1.306
H 0.684 -2.779 2.840
C -7.342 0.906 0.938
C -6.070 1.337 1.615
C -5.554 0.620 2.693
C -4.381 1.016 3.317
C -3.709 2.140 2.858
C -4.210 2.871 1.792
C -5.386 2.469 1.177
S -2.201 2.670 3.674
O -1.598 3.591 2.722
O -2.556 3.200 4.960
N -1.263 1.376 3.765
C -1.249 0.701 5.066
C -1.239 -0.827 4.874
O -1.307 -1.578 5.820
O -1.145 -1.196 3.625
H -7.852 0.135 1.512
H -7.131 0.506 -0.056
H -8.020 1.751 0.815
H -6.086 -0.250 3.060
H -3.997 0.467 4.170
H -3.677 3.753 1.464
H -5.789 3.048 0.355
H -2.099 0.990 5.684
H -0.351 0.962 5.639
O 1.569 -0.447 -0.793
Si 2.241 -0.623 -2.213
C 4.037 -0.018 -2.301
C 4.493 0.905 -1.359
C 5.762 1.462 -1.439
C 6.613 1.093 -2.471
C 6.179 0.180 -3.422
C 4.903 -0.359 -3.341
C 2.157 -2.445 -2.714
C 0.930 -3.024 -3.046
C 0.816 -4.381 -3.310
C 1.936 -5.197 -3.231
C 3.161 -4.648 -2.881
C 3.265 -3.288 -2.624
C 1.425 0.493 -3.523
C 0.775 0.044 -4.671
C 0.227 0.936 -5.586
C 0.320 2.301 -5.367
C 0.967 2.773 -4.232
C 1.515 1.874 -3.330
H 3.831 1.198 -0.552
H 6.085 2.185 -0.700
H 7.607 1.516 -2.535
H 6.837 -0.106 -4.234
H 4.572 -1.053 -4.107
H 0.046 -2.395 -3.105
H -0.145 -4.804 -3.578
H 1.853 -6.257 -3.435
H 4.037 -5.281 -2.810
H 4.227 -2.870 -2.347
H 0.708 -1.021 -4.864
H -0.266 0.563 -6.476
H -0.102 2.998 -6.081
H 1.056 3.839 -4.059
H 2.049 2.250 -2.462
```

---

Computed, not measured: a structure of composition C37H48N5O7S3SiY, with ωB97M-V/def2-TZVPD.

Its total energy is -3761.7416 Ha. As for the molecular weight: 888.01 g/mol. Its HOMO-LUMO gap (spin up / spin down) is 0.2350 / 0.2211 Eh. Its highest occupied orbital energy (spin up / spin down) is -7.134 / -6.829 eV.

Geometry as XYZ:
```
102
C37H48N5O7S3SiY ωB97M-V/def2-TZVPD
Y 1.091 0.265 1.148
C 0.095 1.413 -8.917
O 1.272 0.607 -9.226
C 2.280 0.681 -8.290
C 2.739 1.911 -7.775
C 3.702 1.953 -6.781
C 4.157 0.723 -6.238
C 3.897 -0.499 -6.953
C 2.939 -0.489 -7.965
N 4.793 0.713 -5.055
N 4.873 -0.441 -4.430
C 4.292 -0.760 -3.272
C 3.525 -2.022 -3.238
C 2.470 -2.060 -2.391
C 2.282 -1.087 -1.365
O 1.270 -1.144 -0.520
C 3.343 -0.129 -1.143
N 3.316 0.599 0.010
C 4.197 1.643 0.097
C 5.226 1.857 -0.805
C 5.315 1.027 -1.896
C 4.355 0.080 -2.167
H -0.754 0.834 -9.285
H 0.098 2.388 -9.465
H -0.016 1.507 -7.807
H 2.451 2.895 -8.214
H 3.943 2.841 -6.227
H 4.257 -1.483 -6.545
H 2.569 -1.321 -8.553
H 3.742 -2.788 -3.927
H 1.711 -2.859 -2.411
H 4.092 2.233 0.997
H 5.965 2.621 -0.556
H 6.136 1.153 -2.650
C -1.908 -1.314 1.157
C -2.286 0.021 1.853
C -3.511 0.628 1.193
C -2.656 -0.204 3.321
O -1.075 0.888 1.770
Si -0.981 2.427 2.464
S 0.963 2.991 1.937
O -2.088 3.406 1.856
C -2.245 4.653 1.040
C -1.472 5.770 1.783
C -1.596 4.364 -0.317
C -3.727 4.942 0.916
O -1.164 2.057 4.001
C -0.868 2.617 5.331
C -0.914 4.098 5.192
C -1.904 2.033 6.311
C 0.558 2.114 5.689
H -3.343 -2.614 0.191
H -0.216 -2.519 0.869
H -1.845 -1.074 0.114
H -4.390 0.004 1.386
H -3.365 0.788 0.099
H -3.632 1.667 1.680
H -3.463 -0.959 3.325
H -2.984 0.722 3.823
H -1.766 -0.530 3.794
H -0.393 5.493 1.891
H -2.029 5.898 2.723
H -1.539 6.678 1.169
H -0.562 4.151 -0.101
H -1.711 5.308 -0.882
H -2.134 3.518 -0.813
H -4.229 4.938 1.939
H -4.251 4.248 0.301
H -3.840 5.910 0.428
H -1.913 4.454 4.917
H -0.211 4.417 4.422
H -0.728 4.573 6.138
H -2.864 2.469 6.033
H -1.600 2.331 7.357
H -2.007 0.926 6.276
H 1.343 2.409 4.955
H 0.536 0.986 5.686
H 0.880 2.418 6.688
O 0.644 -1.434 4.950
C 0.680 -1.413 3.713
O 1.544 -0.568 3.024
C -0.314 -2.216 2.915
C -0.962 -3.300 3.491
C -1.964 -4.064 2.843
C -2.818 -3.731 1.844
C -3.009 -2.402 1.180
N -0.624 -1.863 1.575
H -0.546 -3.596 4.505
H -2.083 -5.103 3.083
H -3.605 -4.482 1.584
H -3.812 -1.880 1.639
S -0.595 -4.724 -1.451
C -0.675 -6.309 -0.979
N -0.707 -6.863 0.261
C -0.887 -8.268 0.393
C -1.063 -8.812 -1.013
S -0.632 -7.542 -2.203
H -0.784 -6.197 1.022
H -1.707 -8.549 1.043
H 0.012 -8.805 0.870
H -2.094 -9.113 -1.221
H -0.492 -9.726 -1.158
```

---

Computed, not measured: a structure of composition C37H49CaN4O4P3, with ωB97M-V/def2-TZVPD.

Its total energy is -3660.5303 Ha. As for the total charge: +2. As for the molecular weight: 746.82 g/mol. Its HOMO-LUMO gap is 0.2673 Eh. Its highest occupied orbital energy is -12.039 eV.

Geometry as XYZ:
```
98
C37H49CaN4O4P3 ωB97M-V/def2-TZVPD
Ca -0.427 0.151 -1.677
C -4.601 0.828 -5.689
C -4.591 -0.309 -4.728
O -3.294 -0.930 -4.727
P -2.916 -1.668 -3.313
O -2.850 -3.248 -3.892
C -3.093 -4.253 -2.776
C -3.371 -5.566 -3.349
O -1.286 -1.414 -3.264
C -0.221 -2.055 -3.952
C -0.016 -1.486 -5.376
H -5.603 1.181 -5.693
H -4.235 0.697 -6.699
H -4.051 1.737 -5.310
H -5.321 -1.089 -5.058
H -4.881 -0.091 -3.662
H -3.983 -3.892 -2.258
H -2.155 -4.215 -2.162
H -3.874 -5.426 -4.373
H -3.989 -6.131 -2.670
H -2.451 -6.018 -3.604
H -0.419 -3.126 -3.942
H 0.693 -1.882 -3.364
H -0.150 -2.327 -6.086
H 1.026 -1.165 -5.521
H -0.682 -0.642 -5.650
N -3.256 5.563 -4.591
C -2.688 4.750 -3.683
N -2.019 5.236 -2.658
N -2.734 3.421 -3.964
C -2.194 2.606 -3.147
N -1.692 1.742 -2.440
H -3.492 6.534 -4.448
H -3.791 5.072 -5.284
H -1.817 6.212 -2.519
H -1.549 4.614 -2.030
C 4.159 1.297 -2.686
C 3.942 1.333 -1.205
C 2.441 1.248 -1.072
O 1.978 0.476 -2.242
C 2.799 1.031 -3.321
H 4.875 0.529 -3.062
H 4.757 2.172 -3.126
H 4.370 2.144 -0.654
H 4.332 0.451 -0.735
H 2.007 2.241 -1.120
H 2.209 0.683 -0.159
H 2.286 1.937 -3.727
H 2.774 0.303 -4.159
C 0.544 0.229 3.210
P 0.747 -0.644 1.608
C -0.970 -0.589 1.067
C -1.463 0.687 0.763
C -2.785 0.888 0.377
C -3.542 -0.281 0.181
C -2.963 -1.571 0.270
C -1.616 -1.709 0.478
C 1.060 -2.322 2.166
C 0.110 -3.030 2.923
C 0.455 -4.289 3.455
C 1.731 -4.787 3.239
C 2.739 -4.046 2.570
C 2.372 -2.809 2.028
P 1.841 1.573 3.370
C 1.251 2.316 4.907
C 2.255 2.980 5.617
C 1.918 3.801 6.665
C 0.571 4.071 6.942
C -0.477 3.518 6.167
C -0.086 2.687 5.100
C 3.102 0.501 4.149
C 2.865 -0.114 5.408
C 3.955 -0.753 5.971
C 5.223 -0.661 5.381
C 5.367 -0.154 4.130
C 4.315 0.458 3.501
H 0.658 -0.388 4.114
H -0.475 0.668 3.208
H -0.833 1.572 0.870
H -3.314 1.841 0.118
H -4.601 -0.218 -0.015
H -3.599 -2.480 0.054
H -1.042 -2.608 0.334
H -0.902 -2.616 3.085
H -0.343 -4.845 3.929
H 1.971 -5.719 3.719
H 3.755 -4.396 2.529
H 3.083 -2.194 1.505
H 3.292 2.692 5.464
H 2.715 4.304 7.156
H 0.388 4.760 7.765
H -1.603 3.827 6.246
H -0.885 2.372 4.374
H 1.796 -0.240 5.747
H 3.799 -1.303 6.862
H 6.010 -1.074 5.932
H 6.317 -0.203 3.621
H 4.336 1.040 2.565
```

---

Q: Which of these has the highest molecular weight?
A: C37H48N10NaO4PS3SeSi

---

Q: Among the records above, which one has the highest molecular weight?
A: C37H48N10NaO4PS3SeSi